(1)
Entry from the Open Molecules 2025 dataset: a single C4H3NO2 molecule (ωB97M-V with the def2-TZVPD basis set).

Each line ends with the Mulliken charge.
Cartesian coordinates (Å):
O 0.02654 0.76664 1.09598  -0.08
C -1.29564 0.75849 1.03837  -0.25
O 2.75226 0.84344 0.22125  -0.41
H -2.07554 0.53147 -0.92713  0.27
H 2.42399 -1.00474 -0.57762  0.33
N -0.28702 -0.57056 -0.70319  -0.48
C -1.56740 -0.09323 -0.17921  -0.17
C 2.04795 -0.07774 -0.10410  -0.07
H -2.24417 -0.92604 0.04230  0.28
C 0.56225 -0.02947 0.05122  0.58

Results
E_LUMO, eV: -0.613
Relative energy (zero: lowest compared OMol25 entry of this formula, charge and spin), kJ/mol: 345.5
Electronic energy, eV: -9778.1059
HOMO-LUMO gap, hartree: 0.3303

=====

(2)
Entry from the Open Molecules 2025 dataset: a single C2H4P2 molecule at a distorted geometry (ωB97M-V with the def2-TZVPD basis set).

Each line ends with the Mulliken charge.
Cartesian coordinates (Å):
H 1.02713 -0.44780 2.64111  0.26
P 0.09137 0.40105 -2.40300  -0.10
H -1.39936 0.26594 -2.75326  0.02
C -0.03617 0.29689 -0.76149  -0.09
P 1.27236 0.46764 0.38930  -0.03
C 0.51993 -0.27918 1.71167  -0.49
H -1.06321 0.00127 -0.46968  0.22
H -0.41204 -0.70582 1.64536  0.22

Results
E_LUMO, eV: -0.747
Relative energy (zero: lowest compared OMol25 entry of this formula, charge and spin), kJ/mol: 114.2
Electronic energy, eV: -20713.6174
SMILES: [H]/P=C/P=C
HOMO-LUMO gap, hartree: 0.3009

=====

(3)
Entry from the Open Molecules 2025 dataset: 5 unconnected molecules or ions with the total composition C3H14NO2S2 at a distorted geometry (ωB97M-V with the def2-TZVPD basis set).

Each line ends with the Mulliken charge.
Cartesian coordinates (Å):
H -1.98155 3.85825 -0.79902  0.31
H 0.00554 -1.64195 1.32755  0.41
H 0.16810 1.06184 1.36620  0.77
H 1.45820 -1.60897 -0.95934  0.28
H 0.62636 0.06789 -2.40501  0.45
H -3.47241 0.14161 1.55831  0.23
C 0.50265 -1.15184 -0.57523  0.47
H 3.52429 0.68911 2.71701  0.31
O -1.48649 3.02200 -0.80331  -0.56
H -0.11498 -3.30259 -0.59397  0.35
O 2.76643 0.41823 2.16191  -0.52
H -1.96115 2.36500 -0.21195  0.28
S -2.38145 0.20473 0.74971  -0.14
S 1.78073 1.28073 -0.88920  0.19
H -0.62081 0.80580 -1.17312  0.19
H 0.09255 0.08836 1.18768  -0.89
N 0.53394 -0.93005 0.84225  -0.14
H -0.70094 -2.27192 -2.05448  0.37
C 0.39958 0.26528 -1.33252  -0.55
H -1.47313 -2.07710 -0.49099  0.29
H 2.79268 0.96757 1.33296  0.22
C -0.45815 -2.25198 -0.95544  -1.31

Results
E_LUMO, eV: -8.945
Relative energy (zero: lowest compared OMol25 entry of this formula, charge and spin), kJ/mol: 1109.8
Charge: +1
Electronic energy, eV: -30576.6926
HOMO-LUMO gap, hartree: 0.1751

=====

(4)
Entry from the Open Molecules 2025 dataset: a molecular structure, C12H20N4S2ScTe4 at a distorted geometry (ωB97M-V with the def2-TZVPD basis set).

Each line ends with the Mulliken charge.
Cartesian coordinates (Å):
H 2.51656 0.90653 1.52202  0.27
N 0.92280 -1.45256 1.69515  0.01
Te -1.61691 -3.52370 -1.62155  0.02
H 1.16722 1.96998 1.84997  0.43
C 3.44562 0.59309 -0.79090  -0.78
C 2.25031 -2.07316 1.92907  -0.83
C 0.72846 -0.07586 2.23074  -0.81
Te -2.10166 -6.34192 -1.00681  0.01
H -0.34702 0.12062 2.21169  0.38
H 4.15629 -2.36986 1.02360  0.46
C -2.53052 1.62086 -1.95878  -0.51
N -4.31671 3.79406 -1.43515  -0.31
H 1.82345 1.47849 -1.91489  0.38
N -1.44668 -0.38359 -1.18162  0.13
H 3.88890 -0.70878 1.47099  0.39
H -3.58050 3.93637 -2.10163  0.15
H 2.54229 -1.91272 2.97216  0.28
C -3.31594 1.72480 -0.78082  0.90
H 4.05855 0.73879 -1.67884  0.45
H -1.06380 0.50537 -3.03048  0.50
H -4.97035 4.54418 -1.28659  0.21
H 2.44518 2.50055 -0.62567  0.37
Sc 0.31393 -1.17767 -0.45678  0.38
S 3.03604 -1.18318 -0.71077  -0.10
H 1.04989 -0.00791 3.27403  0.51
C -4.31320 2.77663 -0.54752  0.29
H 0.28889 1.55099 -0.18950  0.26
H 4.07183 0.85164 0.06089  0.41
H 0.23833 -2.04628 2.15822  0.32
Te 1.02523 -3.80441 -1.46925  -0.16
C 3.40288 -1.58383 1.04475  -0.57
H 2.10317 -3.14138 1.78192  0.46
C -1.64028 0.60059 -2.11754  -1.17
H -2.62951 2.31305 -2.78365  0.31
C -3.12579 0.70923 0.17141  -0.87
C 2.19734 1.46818 -0.88980  -0.69
Te 0.32459 -6.86866 -0.58496  -0.09
H -3.73798 0.71351 1.06350  0.39
N 1.10583 0.96020 -0.03338  0.17
H -2.18754 -1.14809 0.65096  0.68
C -2.22991 -0.30226 -0.03359  -0.48
S -5.38960 2.72211 0.70438  -0.39
C 1.44028 1.00599 1.41500  -0.75

Results
E_LUMO (alpha / beta), eV: -4.062 / -3.559
Relative energy (zero: lowest compared OMol25 entry of this formula, charge and spin), kJ/mol: 81.9
Charge: +1
Electronic energy, eV: -90268.5682
HOMO-LUMO gap (alpha / beta), hartree: 0.1608 / 0.2206